Here is C26H28N4O5S in the gas phase from OMol25. Energies are from ωB97M-V/def2-TZVPD.

Atoms and positions in Å:
C -4.095 -1.676 -1.940
H -4.686 -2.273 -2.630
H -3.047 -1.759 -2.210
H -4.389 -0.634 -2.041
C -4.324 -2.148 -0.509
N -3.525 -1.384 0.436
C -2.165 -1.613 0.521
C -1.556 -2.740 -0.059
C -0.198 -2.973 0.004
C 0.627 -2.085 0.680
C 0.059 -0.946 1.232
C -1.293 -0.697 1.141
S -1.664 1.037 1.460
O -2.639 1.249 2.489
O -0.421 1.735 1.624
N -2.323 1.499 -0.025
C -1.385 2.066 -0.913
C -1.047 3.398 -0.751
C -0.125 3.995 -1.594
C 0.457 3.251 -2.605
C 0.141 1.911 -2.768
C -0.765 1.298 -1.914
O -1.115 -0.022 -1.962
C -0.480 -0.840 -2.926
H 0.608 -0.809 -2.829
H -0.819 -1.854 -2.724
H -0.771 -0.549 -3.940
H 0.630 1.346 -3.545
H 1.174 3.706 -3.272
H 0.135 5.033 -1.462
H -1.516 3.947 0.048
H -2.808 0.704 -0.426
H 0.673 -0.187 1.694
N 2.023 -2.221 0.748
C 2.824 -2.602 -0.281
O 2.472 -3.264 -1.227
C 4.278 -2.120 -0.141
O 4.521 -1.210 0.907
C 3.917 0.015 0.954
C 4.093 0.695 2.161
C 3.498 1.918 2.387
C 2.704 2.502 1.409
C 2.537 1.863 0.203
C 3.141 0.621 -0.046
C 2.905 0.087 -1.329
N 2.671 -0.247 -2.402
H 1.925 2.301 -0.570
H 2.209 3.442 1.589
H 3.644 2.412 3.335
H 4.702 0.220 2.915
H 4.908 -2.985 0.088
H 4.589 -1.723 -1.114
H 2.449 -1.675 1.486
H 0.231 -3.833 -0.485
H -2.158 -3.461 -0.585
C -4.265 -0.969 1.621
H -3.564 -0.662 2.394
H -4.833 -1.833 1.997
C -5.219 0.188 1.343
H -5.892 -0.033 0.517
H -4.655 1.087 1.115
H -5.813 0.378 2.232
H -5.372 -1.990 -0.252
H -4.137 -3.226 -0.425

Values from the calculation:
Frontier orbital gap (eV): 8.260
SMILES string: CCN(CC)c1ccc(NC(=O)COc2ccccc2C#N)cc1S(=O)(=O)Nc1ccccc1OC



Here is a molecular structure, C26H28N5PSSn from OMol25. Energies are from ωB97M-V/def2-TZVPD.

Atoms and positions in Å:
Sn -3.380 -0.556 -8.251
C -5.799 0.664 -8.679
C -4.935 1.758 -8.835
C -4.372 2.363 -7.712
C -4.684 1.893 -6.439
C -5.549 0.815 -6.279
C -6.106 0.196 -7.395
H -6.304 0.238 -9.538
H -4.740 2.163 -9.821
H -3.720 3.218 -7.830
H -4.265 2.382 -5.570
H -5.808 0.469 -5.287
H -6.809 -0.618 -7.272
N 3.706 -0.843 8.780
P 4.637 0.435 8.985
C 6.133 0.124 9.745
C 6.688 1.094 10.616
C 7.874 0.810 11.252
C 8.509 -0.411 11.025
C 7.968 -1.369 10.164
C 6.780 -1.116 9.521
C 4.075 2.011 8.656
C 5.033 3.024 8.423
C 4.596 4.316 8.240
C 3.232 4.599 8.293
C 2.284 3.596 8.513
C 2.691 2.294 8.682
C 2.757 -1.003 7.697
C 1.685 -1.859 7.841
C 0.854 -1.984 6.734
C 1.137 -1.256 5.590
C 2.245 -0.418 5.577
N 3.058 -0.293 6.628
H 3.875 -1.648 9.377
H 6.173 2.026 10.809
H 8.306 1.528 11.935
H 9.444 -0.623 11.530
H 8.487 -2.303 9.997
H 6.369 -1.841 8.830
H 6.088 2.789 8.367
H 5.308 5.107 8.053
H 2.898 5.620 8.159
H 1.233 3.844 8.555
H 1.967 1.508 8.856
H 1.498 -2.402 8.757
H -0.001 -2.645 6.772
H 0.514 -1.340 4.712
H 2.501 0.154 4.693
N -2.763 -3.004 -8.833
N -4.180 -2.675 -8.952
H -2.442 -3.470 -9.677
H -2.633 -3.661 -8.069
H -4.760 -3.300 -8.395
H -4.474 -2.783 -9.920
S -2.837 0.049 -12.962
C -1.354 -0.282 -12.189
C -1.550 -0.503 -10.868
N -2.871 -0.411 -10.475
C -3.652 -0.117 -11.502
H -0.423 -0.295 -12.733
H -0.782 -0.733 -10.143
H -4.722 0.010 -11.423

Values from the calculation:
Net charge: +4
Frontier orbital gap (eV): 6.720



Here is a molecular structure, C26H28N5S4SbTcTe from OMol25. Energies are from ωB97M-V/def2-TZVPD.

Atoms and positions in Å:
Tc -0.492 -0.041 -0.002
C 3.389 2.276 4.848
C 2.045 2.504 5.467
C 1.886 3.336 6.569
C 0.640 3.551 7.137
C -0.478 2.917 6.622
C -0.345 2.068 5.536
C 0.904 1.881 4.957
N 1.046 1.001 3.849
C 0.415 1.124 2.659
N -0.303 2.237 2.487
C -1.128 2.641 1.426
C -1.324 1.840 0.306
C -2.249 2.333 -0.637
C -2.905 3.530 -0.473
C -2.641 4.317 0.642
C -1.755 3.894 1.608
C -1.492 4.738 2.820
N 0.554 0.175 1.719
C 1.526 -0.828 2.077
C 2.842 -0.638 1.660
C 3.817 -1.563 1.983
C 3.476 -2.680 2.736
C 2.174 -2.851 3.164
C 1.171 -1.931 2.852
C -0.210 -2.123 3.398
H 4.129 2.939 5.287
H 3.366 2.453 3.771
H 3.734 1.252 5.002
H 2.756 3.830 6.979
H 0.546 4.208 7.988
H -1.448 3.066 7.073
H -1.205 1.539 5.146
H 1.735 0.269 3.919
H -0.265 2.877 3.268
H -2.475 1.737 -1.510
H -3.621 3.856 -1.212
H -3.140 5.268 0.765
H -2.044 5.673 2.752
H -0.435 4.995 2.922
H -1.809 4.249 3.744
H 3.080 0.239 1.072
H 4.837 -1.408 1.661
H 4.228 -3.410 2.998
H 1.916 -3.715 3.761
H -0.505 -3.169 3.337
H -0.951 -1.524 2.869
H -0.242 -1.841 4.452
S -0.099 1.612 -4.862
Sb -1.427 -0.462 -4.535
S -0.394 2.344 -2.948
S 0.223 0.551 -2.030
S -3.355 0.113 -3.677
C 3.907 -3.237 -1.824
N 2.618 -2.913 -1.255
C 1.753 -3.780 -0.642
C 0.718 -3.027 -0.186
N 0.933 -1.712 -0.517
C 2.086 -1.689 -1.152
H 3.857 -4.225 -2.276
H 4.672 -3.225 -1.047
H 4.149 -2.508 -2.595
H 1.945 -4.834 -0.597
H -0.161 -3.338 0.347
H 2.570 -0.811 -1.542
Te -2.533 -1.189 0.026

Values from the calculation:
Net charge: +1
Frontier orbital gap (spin up / spin down) (eV): 6.032 / 5.624